(1)
Formula: C4H6P2
Source: OMol25
Level of theory: ωB97M-V/def2-TZVPD

Output
SMILES: C=CC1=CP1#[PH2]
frontier orbital gap: 8.4201 eV
net charge: 0
relative energy (zero: lowest compared OMol25 entry of this formula, charge and spin): 50.2 kcal/mol

Cartesian coordinates (Å):
C 2.260 -0.322 -0.853
C 1.025 0.109 -1.117
C -0.323 -0.038 -0.730
C -1.478 0.588 -0.811
P -1.561 -1.024 0.163
P -1.071 -0.002 2.200
H 2.992 0.040 -1.428
H 2.404 -1.085 -0.097
H 0.962 0.935 -2.012
H -1.934 1.550 -0.974
H -0.928 -1.022 3.131
H -2.348 0.271 2.528


(2)
Formula: C34H58BCl3F7N3O10PS
Source: OMol25
Level of theory: ωB97M-V/def2-TZVPD

Output
frontier orbital gap (alpha / beta): 8.1181 / 7.4361 eV
2S+1: 3
net charge: -1

Cartesian coordinates (Å):
C 2.287 4.021 7.950
C 3.083 3.707 6.584
Cl 4.878 3.952 6.643
C 2.380 3.235 5.445
Cl 0.570 3.033 5.721
C 3.118 2.878 4.092
O 2.575 1.698 3.437
P 2.898 1.613 1.723
Cl 1.035 2.598 1.117
C 3.111 1.439 -0.206
C 3.528 2.805 -0.909
O 4.625 2.969 -1.475
B 4.785 1.130 1.925
O 5.773 1.385 0.873
N 5.357 0.514 3.191
C 6.541 1.265 3.693
C 5.933 -0.803 2.694
S 2.076 -0.382 1.931
O 2.309 -1.276 0.714
O 2.743 -1.124 3.079
C 0.240 -0.460 2.315
F 0.067 -1.679 3.039
F -0.190 0.541 3.234
C -0.728 -0.585 1.046
F -0.233 -0.054 -0.143
F -0.893 -1.984 0.811
C -2.223 -0.065 1.390
F -2.623 -0.758 2.533
F -3.058 -0.527 0.337
F -2.315 1.315 1.494
O 3.507 3.264 1.708
C 3.366 3.985 2.966
C 4.891 4.537 3.138
C 2.560 5.356 2.975
C 0.983 5.246 3.136
O 0.584 6.189 4.193
C -0.810 6.380 4.015
O -1.377 7.172 4.779
H 1.551 4.874 7.841
H 3.046 4.207 8.789
H 1.755 3.046 8.245
H 4.122 2.464 4.478
H 2.048 1.215 -0.584
H 3.738 0.544 -0.506
H 2.751 3.638 -0.930
H 5.788 0.594 0.300
H 7.043 0.587 4.479
H 7.344 1.484 2.915
H 6.301 2.234 4.233
H 5.367 -1.157 1.763
H 5.835 -1.606 3.489
H 7.013 -0.616 2.392
H 5.073 5.022 4.148
H 5.673 3.777 2.838
H 4.971 5.389 2.366
H 2.831 5.959 2.036
H 2.956 5.974 3.852
H 0.519 5.657 2.165
H 0.567 4.201 3.265
H -1.378 5.776 3.222
C 0.625 -5.547 -4.610
C 0.947 -6.364 -3.327
C -0.348 -6.975 -2.744
C -1.240 -5.960 -2.040
C -0.449 -5.193 -0.987
C 0.824 -4.537 -1.557
N 1.663 -5.492 -2.347
O 2.306 -6.299 -1.472
C 0.422 -3.330 -2.437
C 1.608 -3.894 -0.388
C 1.819 -7.542 -3.833
H -0.446 -5.361 -4.729
H 1.139 -4.585 -4.627
H 0.958 -6.056 -5.518
H -0.094 -7.762 -2.024
H -0.921 -7.466 -3.537
H -1.686 -5.271 -2.765
H -2.076 -6.479 -1.560
H -1.095 -4.431 -0.539
H -0.185 -5.882 -0.177
H 1.297 -2.886 -2.914
H -0.044 -2.549 -1.830
H -0.305 -3.579 -3.212
H 1.856 -4.613 0.397
H 1.018 -3.112 0.091
H 2.535 -3.435 -0.740
H 2.771 -7.183 -4.236
H 1.304 -8.085 -4.631
H 2.031 -8.275 -3.052
C -4.165 1.666 -2.663
C -5.619 1.258 -2.293
C -5.696 -0.262 -2.026
C -5.631 -1.111 -3.290
C -6.686 -0.657 -4.291
C -6.600 0.849 -4.607
N -6.551 1.698 -3.378
O -7.800 1.739 -2.858
C -5.352 1.111 -5.483
C -7.784 1.224 -5.531
C -5.885 1.973 -0.944
H -3.533 0.803 -2.890
H -4.130 2.346 -3.516
H -3.672 2.212 -1.854
H -6.630 -0.500 -1.504
H -4.889 -0.564 -1.351
H -4.632 -1.064 -3.734
H -5.800 -2.161 -3.034
H -6.581 -1.241 -5.212
H -7.677 -0.899 -3.890
H -5.220 2.179 -5.666
H -5.456 0.629 -6.459
H -4.430 0.719 -5.054
H -8.753 0.971 -5.094
H -7.724 0.681 -6.479
H -7.780 2.293 -5.764
H -5.874 3.060 -1.065
H -5.113 1.711 -0.214
H -6.839 1.685 -0.496


(3)
Formula: C5H13NO2
Source: OMol25
Level of theory: ωB97M-V/def2-TZVPD

Output
SMILES: CC(C)[C@H](O)[C@H](N)O
frontier orbital gap: 9.1452 eV
net charge: 0
relative energy (zero: lowest compared OMol25 entry of this formula, charge and spin): 64.1 kcal/mol

Cartesian coordinates (Å):
C 2.415 0.469 -0.008
C 0.580 0.558 -0.046
C 0.139 1.028 1.319
C 0.285 -0.807 -0.432
O 0.556 -1.130 -1.749
C -1.561 -0.857 -0.315
N -2.260 0.351 -0.662
O -1.951 -1.305 0.947
H 2.863 0.043 -0.903
H 2.717 -0.087 0.878
H 2.714 1.511 0.075
H 0.350 1.269 -0.837
H -0.899 1.356 1.288
H 0.263 0.242 2.063
H 0.743 1.880 1.628
H 0.588 -1.567 0.294
H 1.377 -1.632 -1.785
H -1.750 -1.698 -0.998
H -3.262 0.188 -0.748
H -1.920 0.723 -1.540
H -1.986 -0.536 1.530


(4)
Formula: C3H5FS
Source: OMol25
Level of theory: ωB97M-V/def2-TZVPD

Output
frontier orbital gap: 8.7814 eV
net charge: 0
relative energy (zero: lowest compared OMol25 entry of this formula, charge and spin): 99.8 kcal/mol

Cartesian coordinates (Å):
C 1.724 0.926 0.320
C -1.219 -0.313 -0.303
C -0.234 -1.112 -0.715
F 0.288 -2.045 0.144
S 0.521 1.719 0.996
H 2.587 1.508 0.668
H -1.728 0.470 -0.981
H -0.597 0.746 0.776
H -1.654 -0.663 0.759
H 0.312 -1.234 -1.664


(5)
Formula: C17H19IrN2OS6Si
Source: OMol25
Level of theory: ωB97M-V/def2-TZVPD

Output
frontier orbital gap (alpha / beta): 6.4601 / 6.4595 eV
net charge: 0
relative energy (zero: lowest compared OMol25 entry of this formula, charge and spin): 6.3 kcal/mol

Cartesian coordinates (Å):
Ir -0.157 -0.610 -0.144
C 5.316 -2.068 -1.284
Si 5.226 -0.216 -1.080
C 6.841 0.446 -0.408
C 4.820 0.620 -2.703
C 3.871 0.209 0.168
C 4.123 0.911 1.343
C 3.109 1.233 2.241
C 1.819 0.841 1.953
N 1.552 0.155 0.840
C 2.535 -0.152 -0.029
S 1.775 -1.012 -1.346
H 6.083 -2.337 -2.013
H 4.365 -2.479 -1.627
H 5.566 -2.552 -0.337
H 7.650 0.216 -1.105
H 7.097 -0.005 0.552
H 6.816 1.531 -0.281
H 5.590 0.408 -3.448
H 4.761 1.704 -2.579
H 3.865 0.270 -3.099
H 5.137 1.221 1.568
H 3.316 1.782 3.149
H 0.977 1.071 2.590
O -1.450 1.362 1.961
C -2.167 1.751 0.801
C -1.279 2.250 -0.316
C -1.375 3.574 -0.719
C -0.620 4.033 -1.784
C 0.215 3.142 -2.431
C 0.277 1.840 -1.973
N -0.441 1.396 -0.934
H -1.388 0.397 1.977
H -2.839 2.560 1.088
H -2.774 0.926 0.419
H -2.048 4.234 -0.190
H -0.689 5.065 -2.104
H 0.820 3.436 -3.277
H 0.926 1.112 -2.440
S -3.788 -6.836 -0.265
C -2.992 -5.408 -0.210
S -3.361 -4.068 -1.249
C -2.156 -2.970 -0.625
C -1.344 -3.457 0.339
S -0.136 -2.483 1.097
S -1.620 -5.116 0.809
S -2.020 -1.343 -1.192


(6)
Formula: C29H25BrCl5N4O5SY
Source: OMol25
Level of theory: ωB97M-V/def2-TZVPD

Output
frontier orbital gap: 7.8840 eV
net charge: 0

Cartesian coordinates (Å):
Y 1.203 0.677 0.688
Cl 7.293 -3.820 0.423
C 5.808 -2.969 0.188
C 5.384 -2.047 1.136
Cl 6.343 -1.732 2.539
C 4.188 -1.369 0.947
Cl 3.642 -0.176 2.106
C 3.361 -1.591 -0.156
O 2.228 -0.950 -0.294
C 3.818 -2.504 -1.114
Cl 2.814 -2.755 -2.503
C 5.018 -3.187 -0.945
Cl 5.543 -4.310 -2.146
C 0.716 1.228 5.122
O 1.022 1.392 3.733
C 0.636 0.336 2.873
O 0.065 -0.613 3.347
H 1.239 2.026 5.645
H 1.045 0.260 5.489
H -0.356 1.310 5.299
Br 3.855 7.246 1.480
C 3.235 5.479 1.381
C 1.900 5.206 1.609
C 1.489 3.892 1.523
N 2.329 2.892 1.235
C 3.615 3.178 1.012
C 4.120 4.461 1.078
H 1.192 5.988 1.844
H 0.455 3.621 1.695
H 4.265 2.344 0.774
H 5.169 4.650 0.896
N 0.107 1.713 -3.810
C 0.738 1.092 -2.801
N 0.360 -0.160 -2.568
S 1.931 1.924 -1.888
H -0.545 1.238 -4.410
H 0.363 2.662 -4.010
H -0.467 -0.561 -2.988
H 0.794 -0.689 -1.829
C -2.016 -4.052 -3.787
C -2.429 -2.764 -3.108
C -2.582 -1.609 -3.875
C -2.978 -0.423 -3.269
C -3.189 -0.361 -1.903
C -3.039 -1.510 -1.125
N -3.253 -1.495 0.261
C -3.593 -0.341 0.992
C -4.758 -0.323 1.754
C -5.152 0.832 2.407
C -4.405 2.005 2.288
C -3.221 1.973 1.574
C -2.781 0.798 0.960
C -1.365 0.720 0.476
O -0.804 -0.378 0.232
O -0.670 1.805 0.405
C -2.673 -2.722 -1.730
C -2.522 -3.941 -0.859
H -1.864 -3.885 -4.854
H -2.776 -4.831 -3.679
H -1.085 -4.451 -3.376
H -2.402 -1.648 -4.945
H -3.139 0.466 -3.871
H -3.507 0.569 -1.448
H -3.510 -2.373 0.672
H -5.368 -1.219 1.800
H -6.067 0.824 2.988
H -4.734 2.919 2.769
H -2.583 2.843 1.516
H -1.721 -3.806 -0.124
H -2.295 -4.835 -1.434
H -3.437 -4.165 -0.300


| no. | electronic energy (hartree) |
| --- | --- |
| 1 | -838.57612 |
| 2 | -5090.80788 |
| 3 | -403.47454 |
| 4 | -615.17801 |
| 5 | -3627.02716 |
| 6 | -7027.05307 |